DFT (ωB97M-V/def2-TZVPD) results for 16 unconnected molecules or ions with the total composition C76H200N16O22 in a non-equilibrium geometry.

Bonds (Å) are listed after each position.
Element x y z (Å)
1 H -3.73196 3.64988 5.87858  C254 1.090
2 H 1.02400 -8.90737 0.56138  C90 1.090
3 H 1.79753 1.79415 -2.01550  C232 1.090
4 H 3.22766 1.42184 0.60391  C258 1.090
5 C -0.88044 0.02591 7.07667  O83 1.466, H111 1.090, C229 1.544, H231 1.090
6 H -3.15280 -3.94548 0.00746  C69 1.090
7 C 1.28650 1.22700 3.23361  C32 1.571, O118 1.451, H293 1.090, H308 1.090
8 C 6.20366 -1.57885 -1.49385  C62 1.517, H125 1.090, O142 1.406, H207 1.090
9 H 3.19875 -9.06753 2.05909  C259 1.090
10 H 0.31982 -4.44096 -0.51356  C105 1.090
11 H -3.60343 2.81398 3.23755  C21 1.090
12 H 3.95188 -4.12639 5.09901  C166 1.090
13 H 3.95233 -2.44953 -3.05431  C269 1.090
14 H 7.42635 2.07882 6.57847  C234 1.090
15 H -7.03034 1.94316 3.44042  N168 1.010
16 H 7.28631 3.17321 -5.60482  C58 1.090
17 C -5.18583 1.51007 2.80361  C21 1.529, H75 1.090, C131 1.520, N168 1.391
18 H -2.06787 -0.20938 3.99587  C20 1.090
19 H -5.07398 3.37886 3.91991  C21 1.090
20 C -1.96217 -0.58108 5.01507  H18 1.090, H42 1.090, O83 1.405, H185 1.090
21 C -4.49078 2.47042 3.76921  H11 1.090, C17 1.529, H19 1.090, O220 1.440
22 H -6.29983 2.84257 1.38852  C131 1.090
23 H 3.40807 -5.16201 9.56259  C309 1.090
24 H 2.82462 -2.49694 -1.70669  C269 1.090
25 H 6.77221 -0.27727 -3.90463  C189 1.090
26 H -0.71176 -1.52820 -0.88466  C184 1.090
27 C 1.23404 -3.23527 2.12727  H77 1.090, H165 1.090, H181 1.090, C217 1.527
28 H 4.57548 0.77150 -0.19582  C258 1.090
29 H -2.08177 3.33821 -1.51580  C255 1.090
30 H 2.02536 3.75697 -4.54639  N44 1.010
31 H -7.01736 7.30774 -4.95637  C194 1.090
32 C 2.08299 0.57592 4.42132  C7 1.571, H206 1.090, H246 1.090, N264 1.432
33 H 0.40865 -3.80327 -4.70436  C300 1.090
34 H 1.51292 1.34643 -9.97496  C59 1.090
35 H 1.39374 6.11155 -5.95007  C119 1.090
36 C -2.10543 2.76620 -7.54038  C45 1.526, N63 1.457, H195 1.090, H289 1.090
37 H 5.11836 4.21350 -5.87975  N239 1.010
38 N -3.36047 -1.67499 -4.90528  C93 1.459, H163 1.010, H177 1.010
39 H 2.27362 4.18586 -3.01471  N44 1.010
40 H 5.58748 2.47295 -2.34633  C235 1.090
41 H 0.86081 -3.63089 -2.97660  C300 1.090
42 H -1.62881 -1.61047 4.88345  C20 1.090
43 H 7.61202 4.41160 -2.80913  C294 1.090
44 N 2.19938 4.55478 -3.95198  H30 1.010, H39 1.010, C108 1.455
45 C -1.56162 4.07168 -8.11295  C36 1.526, H80 1.090, H133 1.090, O270 1.425
46 H -6.22066 5.48270 -1.71115  C140 1.090
47 H -1.00859 6.71461 -1.34573  C110 1.090
48 H 4.46276 3.34018 0.51610  C95 1.090
49 O 7.79648 2.53205 -3.78818  C58 1.410, C294 1.451
50 H 5.19000 -9.90013 0.81892  C70 1.090
51 H 2.91490 -3.35790 6.30692  C166 1.090
52 H 1.00381 -8.05605 2.07441  C90 1.090
53 H -5.71907 1.34597 0.72853  C131 1.090
54 C -0.14182 -2.85199 9.39375  H103 1.090, C164 1.555, N209 1.474, H247 1.090
55 H -2.81422 2.53462 -3.57670  C287 1.090
56 C 1.17585 0.78438 -6.02740  C132 1.493, N192 1.439, C219 1.528, H273 1.090
57 C -10.03240 6.18320 -3.94990  O162 1.404, H196 1.090, H263 1.090, H297 1.090
58 C 6.82162 2.59688 -4.80481  H16 1.090, O49 1.410, C126 1.553, H249 1.090
59 C 2.39413 0.90318 -9.51118  H34 1.090, O224 1.427, H257 1.090, H272 1.090
60 H 5.01482 -9.89830 -0.96545  C70 1.090
61 H 3.26338 -3.40794 2.64609  C217 1.090
62 C 4.97129 -2.37702 -1.11062  C8 1.517, N156 1.499, C269 1.551, H313 1.090
63 N -2.12080 2.76442 -6.08345  C36 1.457, H147 1.010, C302 1.456
64 H -1.43997 -6.73993 5.96861  N248 1.010
65 O -1.68163 -4.99971 -0.87430  C69 1.418, C105 1.442
66 H 5.82791 4.19661 -3.76883  C126 1.090
67 H 8.95514 4.32629 -3.95847  C294 1.090
68 H -3.32189 2.40407 6.89039  C254 1.090
69 C -2.12519 -4.23160 0.23161  H6 1.090, O65 1.418, H112 1.090, H182 1.090
70 C 4.79960 -9.35900 -0.04299  H50 1.090, H60 1.090, H85 1.090, O175 1.435
71 H -5.01235 6.86495 -3.70945  N203 1.010
72 H 1.82471 -3.12004 8.37365  C164 1.090
73 H -4.65271 2.70768 1.02919  C131 1.090
74 C 5.96176 0.03810 2.08751  N107 1.507, H115 1.090, H154 1.090, C303 1.486
75 H -4.58387 0.61767 2.63224  C17 1.090
76 H 0.03441 -5.55697 -1.75034  C105 1.090
77 H 0.96122 -2.76868 3.07382  C27 1.090
78 H 0.87929 1.99584 -7.77310  C132 1.090
79 H -2.84963 -5.83316 3.56182  C92 1.090
80 H -0.50288 4.08109 -7.85395  C45 1.090
81 H 1.18957 6.40058 -3.65549  C108 1.090
82 H 0.32165 6.53362 -0.22421  C110 1.090
83 O -0.91782 0.14121 5.61546  C5 1.466, C20 1.405
84 H -1.27016 -5.25279 4.16759  C92 1.090
85 H 5.32934 -8.41071 -0.13356  C70 1.090
86 H 8.38371 -2.65678 3.66245  C292 1.090
87 H -5.75362 -0.82490 1.30495  C312 1.090
88 H -7.40398 4.92297 -5.50435  C223 1.090
89 C -4.23269 4.91839 -2.19729  H139 1.090, C140 1.543, O178 1.401, H212 1.090
90 C 1.50215 -8.09300 1.10570  H2 1.090, H52 1.090, N149 1.486, C259 1.540
91 C 5.14758 2.60965 5.10229  O121 1.517, H151 1.090, C215 1.541, H236 1.090
92 C -2.34630 -5.07951 4.16744  H79 1.090, H84 1.090, O102 1.419, C170 1.532
93 C -2.94739 -2.05302 -3.55816  N38 1.459, C138 1.528, C152 1.502, H193 1.090
94 H -7.48502 7.04973 -3.36328  C194 1.090
95 C 5.05962 2.53413 0.94289  H48 1.090, O99 1.450, H241 1.090, C258 1.543
96 H 6.56402 -1.04088 3.87602  C303 1.090
97 H 6.57858 4.51128 -0.10021  C201 1.090
98 H -3.04030 0.71369 0.89290  C306 1.090
99 O 6.35978 2.50483 0.30257  C95 1.450, C201 1.428
100 H 0.74704 7.08064 -1.65239  C110 1.090
101 C 0.23815 0.33341 -1.78033  C184 1.601, H190 1.090, C232 1.498, N291 1.470
102 O -2.62439 -3.83171 3.55226  C92 1.419, C307 1.443
103 H -0.45542 -3.00605 10.42623  C54 1.090
104 H -4.57770 -4.20059 3.09651  C307 1.090
105 C -0.28263 -5.32212 -0.73425  H10 1.090, O65 1.442, H76 1.090, C134 1.542
106 H 3.13668 -2.72482 4.64896  C166 1.090
107 N 4.49692 0.20522 1.77373  C74 1.507, H226 1.010, C258 1.445
108 C 1.00082 5.37864 -3.98429  N44 1.455, H81 1.090, C119 1.498, C261 1.533
109 H 2.95273 -5.74744 3.82584  C169 1.090
110 C 0.02143 6.36872 -1.25899  H47 1.090, H82 1.090, H100 1.090, O233 1.395
111 H -0.40840 0.92801 7.46590  C5 1.090
112 H -2.17257 -4.87297 1.11167  C69 1.090
113 C -2.34932 -4.23910 6.55063  H129 1.090, H144 1.090, H155 1.090, C170 1.495
114 C -8.32866 -1.96613 2.28845  H124 1.090, C145 1.570, H167 1.090, O244 1.426
115 H 6.42993 0.03475 1.10318  C74 1.090
116 H -1.63083 -3.59009 -2.82503  C138 1.090
117 O 7.04671 -2.14103 2.21087  C292 1.415, C303 1.410
118 O 1.26422 2.67762 3.19814  C7 1.451, C268 1.441
119 C 0.61038 5.57275 -5.41704  H35 1.090, C108 1.498, H186 1.090, H225 1.090
120 H 7.45748 3.97135 1.32394  C201 1.090
121 O 5.30553 2.35557 6.58916  C91 1.517, C234 1.437
122 H -5.12212 -2.27213 -3.27120  C152 1.090
123 H -1.86741 6.45155 -8.97582  C253 1.090
124 H -9.36917 -1.78406 2.55732  C114 1.090
125 H 7.14418 -1.62823 -0.94513  C8 1.090
126 C 5.52955 3.28283 -4.28271  C58 1.553, H66 1.090, C235 1.505, N239 1.443
127 H -2.22482 4.51430 -0.11525  C255 1.090
128 H 3.71630 -5.34502 1.53301  N283 1.010
129 H -1.27911 -4.31522 6.74285  C113 1.090
130 H 3.68358 0.46600 5.39262  N264 1.010
131 C -5.47729 2.12970 1.44646  C17 1.520, H22 1.090, H53 1.090, H73 1.090
132 C 1.66607 1.41991 -7.28587  C56 1.493, H78 1.090, H221 1.090, O224 1.426
133 H -1.75764 4.06466 -9.18516  C45 1.090
134 C -0.12477 -6.47796 0.27434  C105 1.542, N149 1.439, H202 1.090, H275 1.090
135 C -8.92459 -4.05841 1.36896  H141 1.090, H187 1.090, H208 1.090, O244 1.426
136 H 8.88782 -1.29688 2.74319  C292 1.090
137 H -4.42889 -3.00605 4.33361  C307 1.090
138 C -1.68013 -2.89947 -3.66689  C93 1.528, H116 1.090, H176 1.090, O191 1.424
139 H -3.69235 5.85211 -2.04143  C89 1.090
140 C -5.70065 5.15253 -2.61041  H46 1.090, C89 1.543, N203 1.477, H284 1.090
141 H -8.88491 -3.74357 0.32617  C135 1.090
142 O 6.49776 -2.02010 -2.79636  C8 1.406, C189 1.414
143 H -2.73993 -7.17059 5.29362  N248 1.010
144 H -2.62385 -3.22458 6.26170  C113 1.090
145 C -7.95603 -1.15236 0.99878  C114 1.570, N262 1.450, H276 1.090, C312 1.562
146 H 0.91437 -1.23003 7.47736  C229 1.090
147 H -2.47448 3.69282 -5.90156  N63 1.010
148 H -6.15270 0.96620 4.28998  N168 1.010
149 N 1.25543 -6.88519 0.27666  C90 1.486, C134 1.439, H281 1.010
150 H -0.69317 0.08333 -6.90956  C219 1.090
151 H 5.94804 2.07228 4.59377  C91 1.090
152 C -4.16666 -2.69266 -2.95758  C93 1.502, H122 1.090, H171 1.090, H227 1.090
153 H -7.69005 0.56497 1.88316  N262 1.010
154 H 6.29888 0.92199 2.62898  C74 1.090
155 H -2.82755 -4.36232 7.52234  C113 1.090
156 N 4.51358 -2.34734 0.31660  C62 1.499, H230 1.010, H237 1.010
157 H 6.70213 2.65378 8.10326  C234 1.090
158 O -1.50052 0.38670 -0.27200  C184 1.429, C306 1.407
159 O 1.39015 -4.68516 9.73135  C164 1.479, C309 1.364
160 H -4.07767 1.46231 -1.60607  C180 1.090
161 H 8.09049 3.63332 -0.25090  C201 1.090
162 O -9.27868 5.64536 -5.00470  C57 1.404, C223 1.432
163 H -4.12302 -1.02375 -4.78488  N38 1.010
164 C 1.35886 -3.25699 9.34952  C54 1.555, H72 1.090, O159 1.479, H199 1.090
165 H 0.35603 -3.81984 1.85256  C27 1.090
166 C 2.99802 -3.62175 5.25261  H12 1.090, H51 1.090, H106 1.090, O251 1.433
167 H -7.61670 -1.56246 3.00836  C114 1.090
168 N -6.41971 1.14590 3.33264  H15 1.010, C17 1.391, H148 1.010
169 C 2.12495 -5.08734 3.56671  H109 1.090, C217 1.512, O251 1.399, H298 1.090
170 C -2.84041 -5.28597 5.60261  C92 1.532, C113 1.495, H188 1.090, N248 1.475
171 H -4.24553 -3.72920 -3.28542  C152 1.090
172 H 0.50042 -1.14113 -6.73568  C219 1.090
173 H -0.46217 -0.52777 -5.32736  C219 1.090
174 H -5.47637 2.00917 -2.26953  C180 1.090
175 O 3.39279 -9.07966 0.00397  C70 1.435, C259 1.411
176 H -1.83096 -3.58941 -4.49715  C138 1.090
177 H -2.63958 -1.18532 -5.41581  N38 1.010
178 O -4.04931 4.08800 -1.08440  C89 1.401, C255 1.443
179 H -2.64946 7.10406 -7.49969  C253 1.090
180 C -4.81782 1.14346 -2.33997  H160 1.090, H174 1.090, H183 1.090, O274 1.411
181 H 1.41732 -2.45569 1.38783  C27 1.090
182 H -1.48267 -3.39662 0.51103  C69 1.090
183 H -5.24213 0.20738 -1.97689  C180 1.090
184 C -0.43902 -0.51166 -0.60120  H26 1.090, C101 1.601, O158 1.429, H278 1.090
185 H -2.92880 -0.40708 5.48777  C20 1.090
186 H -0.26861 6.21109 -5.50656  C119 1.090
187 H -9.94830 -3.89769 1.70702  C135 1.090
188 H -3.92321 -5.19360 5.51834  C170 1.090
189 C 7.31372 -1.16184 -3.56937  H25 1.090, O142 1.414, H228 1.090, H286 1.090
190 H 0.91335 -0.35774 -2.28483  C101 1.090
191 O -0.46109 -2.17063 -3.76412  C138 1.424, C300 1.454
192 N 0.69870 1.84679 -5.18189  C56 1.439, H216 1.010, H280 1.010
193 H -2.58376 -1.21596 -2.96217  C93 1.090
194 C -7.01206 6.52768 -4.19508  H31 1.090, H94 1.090, N203 1.489, C223 1.498
195 H -3.09044 2.59513 -7.97466  C36 1.090
196 H -11.09115 6.22156 -4.20619  C57 1.090
197 H -0.85539 -0.31864 -3.25953  N291 1.010
198 H -1.03001 5.22514 -3.16393  C261 1.090
199 H 1.89374 -2.74046 10.14652  C164 1.090
200 H 2.99881 -4.43924 11.07691  C309 1.090
201 C 7.16010 3.68782 0.31435  H97 1.090, O99 1.428, H120 1.090, H161 1.090
202 H -0.68699 -7.29995 -0.16877  C134 1.090
203 N -5.65949 6.09059 -3.75040  H71 1.010, C140 1.477, C194 1.489
204 H 8.91571 -2.91059 1.94943  C292 1.090
205 H 3.52327 -7.49064 1.36730  C259 1.090
206 H 1.83621 -0.48541 4.44897  C32 1.090
207 H 6.00540 -0.51044 -1.57919  C8 1.090
208 H -8.62730 -5.10471 1.29850  C135 1.090
209 N -0.53182 -1.49359 8.97414  C54 1.474, C229 1.446, H243 1.010
210 H 4.84947 1.32728 -3.49028  C235 1.090
211 H 6.84792 3.72618 6.75620  C234 1.090
212 H -3.73292 4.47125 -3.05659  C89 1.090
213 H -2.03609 -0.61763 1.55043  C306 1.090
214 H 0.31524 2.56790 -1.59424  C232 1.090
215 C 3.74168 2.31079 4.54769  C91 1.541, N264 1.489, H267 1.090, H301 1.090
216 H -0.13223 2.20186 -5.63310  N192 1.010
217 C 2.44426 -4.10353 2.46365  C27 1.527, H61 1.090, C169 1.512, N283 1.423
218 H -0.70144 3.15972 2.90190  C268 1.090
219 C 0.08599 -0.26736 -6.23279  C56 1.528, H150 1.090, H172 1.090, H173 1.090
220 O -4.19844 1.83907 5.02942  C21 1.440, C254 1.471
221 H 2.47465 2.12493 -7.09287  C132 1.090
222 H -3.69663 1.38487 -6.22754  C302 1.090
223 C -7.90336 5.42268 -4.67429  H88 1.090, O162 1.432, C194 1.498, H304 1.090
224 O 2.18238 0.43672 -8.17972  C59 1.427, C132 1.426
225 H 0.44668 4.58990 -5.85898  C119 1.090
226 H 3.98716 0.50725 2.59167  N107 1.010
227 H -4.08704 -2.64895 -1.87138  C152 1.090
228 H 8.19546 -0.84872 -3.01027  C189 1.090
229 C -0.16894 -1.24114 7.59752  C5 1.544, H146 1.090, N209 1.446, H305 1.090
230 H 5.35240 -2.53281 0.84772  N156 1.010
231 H -1.91522 0.19669 7.37360  C5 1.090
232 C 0.87864 1.64630 -1.44816  H3 1.090, C101 1.498, H214 1.090, H299 1.090
233 O 0.22016 5.04668 -1.65628  C110 1.395, C261 1.433
234 C 6.63608 2.68897 7.01583  H14 1.090, O121 1.437, H157 1.090, H211 1.090
235 C 4.95184 2.38001 -3.22691  H40 1.090, C126 1.505, H210 1.090, H242 1.090
236 H 5.39721 3.65820 4.94002  C91 1.090
237 H 4.31191 -1.39710 0.59314  N156 1.010
238 H -3.01140 2.89101 -0.09685  C255 1.090
239 N 4.60079 3.51791 -5.36169  H37 1.010, C126 1.443, H271 1.010
240 H 3.02750 -4.23049 0.56814  N283 1.010
241 H 5.12433 2.73437 2.01239  C95 1.090
242 H 3.98407 2.68115 -2.82587  C235 1.090
243 H -1.52934 -1.46345 9.12952  N209 1.010
244 O -8.01819 -3.35619 2.21735  C114 1.426, C135 1.426
245 H -2.25496 0.88051 -5.32127  C302 1.090
246 H 1.54905 0.87914 5.32192  C32 1.090
247 H -0.74739 -3.59051 8.86842  C54 1.090
248 N -2.43616 -6.61996 6.08396  H64 1.010, H143 1.010, C170 1.475
249 H 6.66106 1.60236 -5.22104  C58 1.090
250 H 2.49448 -6.02572 10.74741  C309 1.090
251 O 1.93633 -4.47618 4.81078  C166 1.433, C169 1.399
252 H -0.25997 3.72000 -3.19885  C261 1.090
253 C -1.86287 6.45577 -7.88584  H123 1.090, H179 1.090, H266 1.090, O270 1.449
254 C -3.27847 2.65981 5.83170  H1 1.090, H68 1.090, O220 1.471, H256 1.090
255 C -2.70077 3.73585 -0.71155  H29 1.090, H127 1.090, O178 1.443, H238 1.090
256 H -2.20366 2.64647 5.65085  C254 1.090
257 H 3.11832 1.71764 -9.52860  C59 1.090
258 C 4.28605 1.21192 0.75831  H4 1.090, H28 1.090, C95 1.543, N107 1.445
259 C 3.00207 -8.43240 1.19537  H9 1.090, C90 1.540, O175 1.411, H205 1.090
260 H -6.15160 -0.88190 -0.39142  C312 1.090
261 C -0.04458 4.77643 -3.03866  C108 1.533, H198 1.090, O233 1.433, H252 1.090
262 N -8.32693 0.23849 1.17049  C145 1.450, H153 1.010, H295 1.010
263 H -9.82005 7.19316 -3.59920  C57 1.090
264 N 3.48852 0.84513 4.47702  C32 1.432, H130 1.010, C215 1.489
265 H -1.58034 0.70960 -2.38391  N291 1.010
266 H -0.86629 6.81629 -7.63097  C253 1.090
267 H 2.95731 2.85175 5.07704  C215 1.090
268 C 0.22941 3.19009 2.33559  O118 1.441, H218 1.090, H282 1.090, H290 1.090
269 C 3.77151 -2.07701 -2.04603  H13 1.090, H24 1.090, C62 1.551, H314 1.090
270 O -2.25341 5.12885 -7.45441  C45 1.425, C253 1.449
271 H 3.77847 3.98408 -5.00593  N239 1.010
272 H 2.78432 0.10531 -10.14304  C59 1.090
273 H 1.97139 0.20476 -5.55915  C56 1.090
274 O -4.17108 0.90960 -3.57182  C180 1.411, C287 1.434
275 H -0.58450 -6.21804 1.22786  C134 1.090
276 H -8.63141 -1.47464 0.20626  C145 1.090
277 H 5.29975 -1.75826 3.08636  C303 1.090
278 H 0.32837 -0.58928 0.16899  C184 1.090
279 H -6.18757 -2.30129 0.43987  C312 1.090
280 H 0.26719 1.34709 -4.41756  N192 1.010
281 H 1.81974 -6.13861 0.65650  N149 1.010
282 H 0.15585 2.66790 1.38164  C268 1.090
283 N 2.84985 -4.86631 1.33252  H128 1.010, C217 1.423, H240 1.010
284 H -6.08339 4.16295 -2.86009  C140 1.090
285 H -4.29627 2.79937 -4.44064  C287 1.090
286 H 7.71954 -1.74617 -4.39518  C189 1.090
287 C -3.55298 2.03759 -4.20543  H55 1.090, O274 1.434, H285 1.090, C302 1.479
288 H -3.98262 -2.49753 2.71877  C307 1.090
289 H -1.47028 1.94883 -7.88182  C36 1.090
290 H 0.26241 4.24114 2.04872  C268 1.090
291 N -0.70464 0.60339 -2.87581  C101 1.470, H197 1.010, H265 1.010
292 C 8.38762 -2.26054 2.64703  H86 1.090, O117 1.415, H136 1.090, H204 1.090
293 H 0.30137 0.76250 3.27691  C7 1.090
294 C 8.36270 3.75275 -3.24561  H43 1.090, O49 1.451, H67 1.090, H311 1.090
295 H -8.05853 0.87676 0.43519  N262 1.010
296 H -3.07242 -0.81814 0.07909  C306 1.090
297 H -10.04783 5.50471 -3.09695  C57 1.090
298 H 1.34269 -5.79932 3.30356  C169 1.090
299 H 1.24051 1.67008 -0.42026  C232 1.090
300 C 0.64739 -3.10152 -3.90521  H33 1.090, H41 1.090, O191 1.454, H310 1.090
301 H 3.64938 2.75559 3.55687  C215 1.090
302 C -2.94100 1.70609 -5.51063  N63 1.456, H222 1.090, H245 1.090, C287 1.479
303 C 6.21202 -1.20719 2.85791  C74 1.486, H96 1.090, O117 1.410, H277 1.090
304 H -8.02174 4.53676 -4.05041  C223 1.090
305 H -0.53675 -2.05561 6.97346  C229 1.090
306 C -2.42333 -0.15006 0.64516  H98 1.090, O158 1.407, H213 1.090, H296 1.090
307 C -3.97451 -3.34600 3.40298  O102 1.443, H104 1.090, H137 1.090, H288 1.090
308 H 1.68096 1.03059 2.23666  C7 1.090
309 C 2.58841 -5.04927 10.27220  H23 1.090, O159 1.364, H200 1.090, H250 1.090
310 H 1.54181 -2.55217 -4.19904  C300 1.090
311 H 9.02275 3.43972 -2.43664  C294 1.090
312 C -6.45292 -1.25445 0.58762  H87 1.090, C145 1.562, H260 1.090, H279 1.090
313 H 5.30732 -3.40417 -1.25254  C62 1.090
314 H 3.58414 -1.00588 -2.12144  C269 1.090

orbital gap: 8.38 eV
total charge: 0
LUMO level: 0.4 eV